Entry 1:
{"formula": "C3H8N2", "method": "wB97M-V/def2-TZVPD", "species": ["H", "N", "C", "N", "C", "C", "H", "H", "H", "H", "H", "H", "H"], "xyz": [[2.284, 0.424, 0.561], [2.146, -0.573, 0.055], [0.921, -0.912, -0.184], [-0.145, -0.054, -0.170], [-1.394, -0.723, 0.105], [0.187, 1.303, -0.090], [0.614, -1.958, -0.481], [-2.058, 0.146, -0.005], [-1.431, -1.333, 1.063], [-1.776, -1.408, -0.728], [0.081, 1.671, 1.130], [-0.794, 1.861, -0.666], [1.365, 1.556, -0.590]], "atomic_forces_ev_per_a": [[-0.789, -2.969, -1.763], [-0.120, 0.988, 1.353], [1.470, 0.420, 0.164], [1.882, -3.078, -0.561], [-1.501, 0.565, -0.941], [-1.725, 3.870, 0.942], [0.785, 1.019, 0.283], [-0.792, -0.643, 1.005], [-0.049, 1.272, -0.904], [1.071, 0.687, 0.829], [0.811, -0.527, -3.335], [3.097, -0.895, 1.484], [-4.138, -0.710, 1.444]], "mulliken_charge": [0.236, -0.756, 0.199, 0.098, -0.880, -1.024, 0.342, 0.303, 0.295, 0.305, 0.270, 0.254, 0.359], "multiplicity": 1, "total_energy_ha": -228.50539, "e_above_lowest_ev": 3.898, "gap_ev": 9.401, "homo_ev": -8.63, "charge": 0}

***

Entry 2:
{"formula": "C20H20ClN5OPRu", "method": "wB97M-V/def2-TZVPD", "species": ["Ru", "Cl", "C", "O", "P", "C", "C", "C", "C", "C", "C", "C", "C", "H", "H", "H", "H", "H", "C", "C", "C", "C", "C", "H", "H", "H", "H", "H", "C", "C", "C", "C", "C", "H", "H", "H", "H", "H", "H", "H", "N", "N", "N", "C", "N", "N", "H", "H", "H"], "xyz": [[1.037, -0.707, 1.844], [3.212, -1.612, 1.039], [0.630, 0.911, 2.752], [0.383, 1.904, 3.270], [0.185, 0.106, -0.232], [-1.504, 0.878, -0.856], [1.250, 1.596, -0.444], [0.592, -0.802, -1.826], [2.579, 1.421, -0.846], [3.442, 2.516, -0.878], [2.992, 3.776, -0.493], [1.667, 3.950, -0.081], [0.788, 2.865, -0.069], [2.937, 0.417, -1.086], [4.478, 2.370, -1.197], [3.674, 4.631, -0.511], [1.310, 4.931, 0.234], [-0.247, 2.991, 0.257], [-2.481, 1.211, 0.105], [-3.706, 1.809, -0.236], [-3.993, 2.149, -1.559], [-3.045, 1.837, -2.537], [-1.835, 1.195, -2.192], [-2.290, 0.975, 1.152], [-4.455, 2.015, 0.533], [-4.936, 2.642, -1.821], [-3.267, 2.103, -3.575], [-1.154, 0.951, -3.004], [1.013, -0.218, -3.040], [1.341, -1.015, -4.149], [1.274, -2.408, -4.061], [0.875, -2.996, -2.859], [0.527, -2.203, -1.762], [1.121, 0.868, -3.129], [1.655, -0.550, -5.087], [1.538, -3.031, -4.921], [0.851, -4.086, -2.773], [0.227, -2.659, -0.812], [-3.035, -1.451, 1.528], [-2.976, -1.733, 0.867], [0.622, -4.301, 5.505], [-0.210, -3.480, 4.759], [-0.973, -2.517, 5.352], [-1.183, -1.657, 4.375], [-0.360, -1.900, 3.278], [0.187, -3.116, 3.497], [0.987, -5.029, 4.879], [0.169, -4.687, 6.305], [-1.895, -0.860, 4.505]], "atomic_forces_ev_per_a": [[1.880, -3.878, -0.940], [-2.077, 0.905, 0.746], [-0.518, 4.863, 2.758], [0.313, -2.079, -1.120], [-0.711, 1.237, -4.489], [-0.531, 0.044, 3.252], [-0.114, -0.033, 0.348], [0.116, -0.671, 0.326], [0.077, -0.135, 0.170], [0.092, -0.240, -0.090], [-0.190, 0.152, 0.055], [-0.093, -0.037, -0.052], [0.157, 0.063, 0.130], [-0.009, 0.409, -0.004], [-0.375, 0.079, 0.139], [-0.271, -0.338, 0.020], [0.125, -0.248, -0.137], [0.322, 0.120, -0.076], [1.624, -0.881, -0.311], [-0.196, -0.065, 0.899], [0.602, 0.025, -2.134], [-1.665, 0.743, 0.457], [0.336, 0.055, -1.041], [-0.103, 0.103, -0.251], [0.337, -0.073, -0.135], [0.458, -0.253, 0.098], [0.293, -0.240, 0.349], [0.014, -0.027, 0.182], [0.054, 0.115, -0.122], [-0.188, 0.187, 0.365], [-0.098, 0.086, 0.278], [-0.046, -0.134, 0.051], [0.019, 0.058, 0.116], [-0.012, -0.366, 0.053], [-0.095, -0.072, 0.408], [-0.090, 0.256, 0.373], [-0.047, 0.428, 0.010], [0.137, -0.075, -0.413], [-0.075, 0.297, 0.784], [0.067, -0.356, -0.776], [0.377, -0.194, -1.355], [0.768, 3.289, -1.620], [-0.039, -1.715, -1.262], [1.689, -0.236, -0.117], [-1.112, -2.174, 1.141], [-0.582, 0.607, 2.296], [-0.146, 0.319, 0.373], [-0.754, -0.209, 0.465], [0.276, 0.289, -0.193]], "mulliken_charge": [-0.056, -0.334, 0.339, -0.218, 1.442, 0.040, 0.850, 0.771, -0.645, -0.691, -0.498, -0.682, -0.264, 0.316, 0.423, 0.417, 0.427, 0.392, 0.112, -0.571, -0.452, -0.775, -0.025, 0.507, 0.438, 0.434, 0.444, 0.458, -0.147, -0.785, -0.524, -0.693, -0.632, 0.492, 0.419, 0.415, 0.419, 0.238, -0.124, 0.132, -0.557, 0.908, -0.574, -0.228, -0.065, -0.348, 0.313, 0.305, 0.437], "multiplicity": 6, "total_energy_ha": -2018.75961, "gap_ev": [7.896, 3.804], "homo_ev": [-14.54, -14.73], "charge": 2}

***

Entry 3:
{"formula": "C29H36CaF3LiN5O8S3", "method": "wB97M-V/def2-TZVPD", "species": ["C", "C", "C", "C", "C", "N", "C", "C", "N", "C", "C", "C", "S", "H", "H", "H", "H", "H", "H", "H", "H", "H", "H", "H", "H", "H", "H", "H", "H", "C", "O", "O", "O", "C", "N", "C", "C", "C", "C", "C", "C", "C", "C", "N", "C", "C", "C", "H", "H", "H", "H", "H", "H", "H", "H", "H", "H", "H", "H", "H", "H", "F", "C", "C", "C", "C", "C", "C", "H", "H", "H", "H", "H", "N", "S", "O", "O", "F", "S", "O", "O", "F", "Li", "Ca", "O", "H"], "xyz": [[0.675, 1.357, -1.130], [-0.568, 2.204, -1.316], [-0.535, 3.556, -0.633], [-1.787, 4.435, -0.953], [-1.404, 5.668, -1.593], [-1.155, 6.649, -2.144], [-2.877, 3.596, -1.696], [-3.630, 4.371, -2.662], [-4.240, 4.994, -3.419], [-3.817, 2.978, -0.633], [-3.974, 1.459, -0.811], [-3.662, 0.698, 0.488], [-2.069, -0.163, 0.515], [0.454, 0.700, -0.270], [1.570, 1.931, -0.934], [0.859, 0.722, -1.987], [-1.407, 1.630, -0.958], [-0.731, 2.357, -2.372], [0.394, 4.052, -0.882], [-0.512, 3.432, 0.448], [-2.236, 4.719, -0.010], [-2.440, 2.800, -2.267], [-3.393, 3.156, 0.349], [-4.771, 3.485, -0.658], [-3.282, 1.111, -1.567], [-4.966, 1.176, -1.129], [-4.382, -0.110, 0.622], [-3.697, 1.369, 1.335], [-1.240, 0.888, 0.507], [-1.137, 4.462, -5.215], [-1.900, 4.750, -6.135], [-1.050, 3.301, -4.706], [-0.331, 5.281, -4.678], [0.122, -8.271, 3.600], [-0.125, -6.815, 3.672], [0.320, -6.057, 2.656], [0.110, -4.706, 2.656], [-0.560, -4.087, 3.706], [-1.008, -4.900, 4.753], [-0.777, -6.254, 4.706], [-0.764, -2.637, 3.675], [-2.032, -2.048, 3.846], [-2.162, -0.690, 3.850], [-1.081, 0.126, 3.689], [0.147, -0.415, 3.461], [0.324, -1.776, 3.453], [-1.220, 1.583, 3.755], [1.196, -8.395, 3.496], [-0.396, -8.658, 2.727], [-0.241, -8.757, 4.498], [0.863, -6.541, 1.841], [0.484, -4.140, 1.816], [-1.518, -4.483, 5.609], [-1.094, -6.918, 5.495], [-2.916, -2.655, 3.980], [-3.116, -0.206, 3.991], [0.969, 0.277, 3.340], [1.323, -2.171, 3.319], [-0.857, 2.025, 2.828], [-0.647, 1.970, 4.595], [-2.267, 1.834, 3.887], [3.166, 3.450, -3.326], [3.457, 4.692, -3.738], [2.462, 5.638, -3.836], [2.794, 6.917, -4.259], [4.103, 7.243, -4.594], [5.088, 6.274, -4.507], [4.763, 4.990, -4.070], [1.438, 5.375, -3.603], [2.014, 7.660, -4.338], [4.350, 8.240, -4.927], [6.117, 6.530, -4.778], [5.517, 4.203, -3.967], [4.268, -8.609, 0.483], [4.894, -8.016, -0.876], [5.755, -6.907, -0.652], [3.962, -7.965, -1.948], [5.832, -9.233, -1.174], [3.274, -7.701, 1.231], [3.003, -8.158, 2.563], [2.128, -7.219, 0.501], [4.094, -6.358, 1.500], [0.154, -1.168, 0.228], [6.443, 4.385, -5.810], [-4.760, -1.735, -0.688], [-4.067, -1.227, -1.137]], "atomic_forces_ev_per_a": [[-0.274, -0.215, 0.103], [0.489, 0.257, -0.452], [-0.307, -0.185, 0.287], [0.317, -0.804, -0.068], [0.104, 1.104, -1.120], [0.050, -0.502, 0.604], [-0.474, 0.732, 0.503], [-0.688, 0.960, -0.838], [0.406, -0.505, 0.624], [0.241, -0.587, -0.473], [0.301, 0.065, 0.622], [-0.875, 0.268, -0.234], [0.319, -0.859, 0.307], [0.615, 0.065, 0.286], [0.258, 0.068, 0.188], [0.023, -0.134, -0.246], [-0.246, 0.126, -0.380], [0.222, 0.018, -0.433], [0.097, 0.351, -0.203], [0.117, -0.148, 0.339], [-0.094, 0.229, 0.203], [0.179, -0.021, -0.273], [0.112, 0.162, 0.261], [-0.283, 0.090, 0.044], [-0.100, -0.174, -0.398], [-0.245, -0.149, -0.090], [-0.010, -0.540, -0.216], [0.172, 0.162, 0.395], [-0.167, 0.189, 0.429], [0.573, -0.234, 0.514], [-0.139, 0.073, -0.216], [-0.282, -0.332, 0.119], [-0.062, 0.290, -0.270], [0.035, -0.030, 0.127], [-0.200, 0.261, -0.008], [0.164, -0.422, -0.158], [0.014, 0.500, 0.132], [0.026, -0.718, -0.052], [-0.058, 0.343, -0.160], [0.128, -0.154, -0.088], [-0.500, 0.881, 0.132], [0.607, -0.822, 0.070], [0.720, 0.976, -0.157], [-0.043, -0.974, 0.222], [-0.678, 0.183, 0.202], [-0.093, -0.137, -0.169], [-0.039, 0.192, -0.070], [0.091, -0.195, -0.138], [0.044, -0.035, -0.043], [-0.079, 0.106, 0.061], [0.001, -0.202, 0.022], [0.010, -0.034, -0.053], [-0.037, -0.011, 0.032], [-0.019, -0.049, 0.004], [-0.038, -0.030, -0.038], [-0.044, 0.073, -0.026], [-0.017, 0.087, 0.031], [0.025, -0.016, 0.053], [-0.032, -0.042, -0.014], [0.006, -0.042, 0.010], [-0.041, 0.011, -0.010], [0.010, -0.032, 0.071], [-0.013, 0.116, -0.094], [-0.198, -0.058, 0.239], [0.051, -0.009, -0.010], [0.023, 0.049, -0.094], [-0.114, -0.084, 0.129], [0.063, 0.102, 0.125], [-0.007, 0.043, -0.093], [-0.052, -0.011, -0.003], [0.008, 0.015, -0.006], [-0.049, 0.196, 0.205], [-0.458, -0.011, 0.968], [-0.298, 0.413, 0.222], [0.143, -0.282, -0.372], [0.089, 0.024, 0.061], [-0.057, -0.062, -0.038], [-0.108, 0.072, 0.069], [0.564, 0.241, 0.054], [-0.115, -0.378, 0.173], [-0.267, 0.109, -0.039], [-0.138, 0.152, 0.065], [-0.514, 0.020, -0.406], [0.629, -0.292, -1.403], [0.744, 0.472, 0.665], [-0.240, -0.328, -0.318]], "mulliken_charge": [-0.818, 1.481, -0.372, 0.490, -0.588, -0.488, 0.929, -0.651, -0.497, -0.971, -0.658, -1.540, -0.136, -0.712, 0.410, 0.499, -1.124, 0.407, 0.627, -0.043, 0.465, 0.276, 0.368, 0.526, 0.416, 0.508, 0.627, 0.543, -0.171, 0.772, -0.506, -0.513, -0.475, -0.756, 0.126, -0.936, -0.889, 0.779, -0.721, -0.210, 0.956, -0.682, -0.148, 0.251, -0.432, -0.970, -0.881, 0.373, 0.345, 0.270, 1.019, 0.449, 0.547, 0.383, 0.582, 0.380, 0.510, 0.638, 0.285, 0.400, 0.305, -0.235, 0.153, -0.172, -0.442, -0.916, -0.317, -0.290, 0.541, 0.451, 0.415, 0.374, 0.554, -0.431, 1.155, -0.570, -0.566, -0.220, 1.320, -0.705, -0.726, -0.291, 0.993, 0.619, -0.896, 0.148], "multiplicity": 1, "total_energy_ha": -4180.92970, "gap_ev": 1.164, "homo_ev": -7.22, "charge": 1}